[1]
# C5H8S

A cluster of 2 separate species, C5H8S in total (ωB97M-V/def2-TZVPD, the Open Molecules 2025 dataset).

## Properties
E_LUMO = -0.3 eV
DFT total energy = -593.35462 Ha
HOMO energy = -8.508 eV
Kohn-Sham gap = 8.3 eV
M = 100.2 g/mol
SMILES = C=C=CC.C=S
energy relative to the best compared isomer or geometry (same formula, charge and spin) = 350.80 kJ/mol

Each line ends with the Löwdin charge.
CARTESIAN COORDINATES (ANGSTROEM)
C: 1.7491 0.2029 0.0699  -0.13
C: -1.4689 0.3841 1.7066  -0.01
C: 0.6622 1.1076 0.3522  -0.28
C: -0.4989 0.8433 0.9873  -0.21
C: -0.7441 -1.4159 -1.6322  -0.49
S: -1.3050 0.1472 -1.6080  0.66
H: 1.9596 0.2617 -1.0137  0.09
H: 2.6470 0.6096 0.3916  0.05
H: -2.2175 -0.1881 1.1746  0.05
H: -1.5326 0.5760 2.7278  0.04
H: 0.6487 2.0929 -0.1805  0.12
H: 1.4959 -0.7959 0.5366  0.11
H: -0.1328 -1.7971 -2.5480  0.04
H: -1.2627 -2.0283 -0.9643  -0.04

***

[2]
# C5H8S

A cluster of 2 separate species, C5H8S in total (ωB97M-V/def2-TZVPD, the Open Molecules 2025 dataset).

## Properties
E_LUMO = 0.7 eV
DFT total energy = -593.35587 Ha
HOMO energy = -8.671 eV
Kohn-Sham gap = 9.4 eV
M = 100.2 g/mol
SMILES = C=C=C.C=CS
energy relative to the best compared isomer or geometry (same formula, charge and spin) = 347.52 kJ/mol

Each line ends with the Löwdin charge.
CARTESIAN COORDINATES (ANGSTROEM)
C: -1.7468 -1.2001 -1.5621  -0.01
C: -0.6474 -1.6682 -1.1487  -0.26
C: -0.1997 2.1429 -0.4034  -0.07
C: 0.9269 1.5857 0.0373  -0.64
C: 0.3869 -2.1515 -0.5937  -0.02
S: 1.9244 2.1426 1.3604  0.68
H: -2.7044 -1.6735 -1.9506  0.09
H: -1.6029 -0.0532 -1.5900  0.07
H: -0.8353 1.9130 -1.1735  0.01
H: -0.3940 2.9735 0.2107  0.03
H: 1.4052 0.6833 -0.3759  0.04
H: 1.1124 -2.7815 -1.1164  0.07
H: 3.1120 1.3011 1.1530  -0.06
H: 0.3686 -2.1790 0.4877  0.07

***

[3]
# C5H8S

The molecule C5H8S (ωB97M-V/def2-TZVPD, the Open Molecules 2025 dataset).

## Properties
E_LUMO = 1.1 eV
DFT total energy = -593.43133 Ha
HOMO energy = -7.778 eV
Kohn-Sham gap = 8.9 eV
M = 100.2 g/mol
SMILES = C=CS/C=C/C
energy relative to the best compared isomer or geometry (same formula, charge and spin) = 149.40 kJ/mol

Each line ends with the Löwdin charge.
CARTESIAN COORDINATES (ANGSTROEM)
C: 2.8403 0.1339 0.1613  -0.14
C: 1.6666 -0.6887 -0.0849  -0.27
C: 0.4656 -0.1411 -0.1622  -0.51
C: -2.1794 0.1719 -0.1907  -0.52
C: -3.4667 0.0375 0.2110  -0.09
H: 3.3046 0.0609 1.1682  0.09
H: 3.6852 -0.0785 -0.5099  0.07
H: 2.6882 1.2059 0.0315  0.07
H: 1.7092 -1.7660 -0.2459  0.10
H: 0.3403 0.9385 -0.3356  0.09
H: -1.9981 1.0993 -0.7169  0.06
H: -4.0966 0.9464 0.1054  0.05
H: -4.0109 -0.8458 0.6176  0.06
S: -0.9482 -1.0740 -0.0487  0.93

***

[4]
# C5H8S

The molecule C5H8S (ωB97M-V/def2-TZVPD, the Open Molecules 2025 dataset).

## Properties
E_LUMO = 1.0 eV
DFT total energy = -593.46225 Ha
HOMO energy = -7.809 eV
Kohn-Sham gap = 8.8 eV
M = 100.2 g/mol
SMILES = C[C@@H]1CC=CS1
energy relative to the best compared isomer or geometry (same formula, charge and spin) = 68.21 kJ/mol

Each line ends with the Löwdin charge.
CARTESIAN COORDINATES (ANGSTROEM)
C: 1.7525 -0.1353 -0.6718  -0.14
C: 0.6481 0.5147 0.0551  -0.66
C: -0.1801 -0.3881 0.9704  -0.19
C: -1.5939 -0.4151 0.3662  -0.20
C: -1.9768 0.4361 -0.5942  -0.39
H: 2.2072 0.6211 -1.3132  0.08
H: 1.2835 -0.9383 -1.2690  0.10
H: 2.4584 -0.5783 0.0271  0.08
H: 1.0141 1.4486 0.6120  0.11
H: -0.1653 -0.1163 1.9980  0.10
H: 0.3104 -1.3295 0.9123  0.09
H: -2.2367 -1.1364 0.8205  0.08
H: -2.9851 0.6561 -0.8582  0.06
S: -0.5363 1.3608 -1.0552  0.87